# 1
Density functional theory data (wB97M-V/def2-TZVPD) for a molecular structure, C2H6NO2P at a distorted geometry.

XYZ file:
```
12
Properties=species:S:1:pos:R:3
C -0.50771 0.22670 -0.21304
C 1.35354 0.73008 -0.89297
N -1.35727 1.07422 -0.08397
O 2.03857 0.89400 0.28071
O -1.86090 -1.45957 0.81147
P -0.43499 -1.54207 -0.10966
H 1.60865 -0.23052 -1.37505
H 1.55505 1.58360 -1.53328
H -2.16158 0.91699 0.39677
H 1.58315 1.52377 0.81276
H -2.33983 -2.27759 1.01884
H 0.52332 -1.43960 0.88741
```

Calculated values
* lowest unoccupied orbital energy: 0.016 Eh
* total charge: 0
* E_HOMO: -8.1335 eV
* strongest force on any atom: 5.90 eV/Å
* energy: -17042.036 eV
* frontier orbital gap: 8.560 eV
* 2S+1: 1

Results of the natural (NBO) charge analysis, in e, for atoms 1 through 2: C 0.0064; C -0.0920

=====

# 2
Density functional theory data (wB97M-V/def2-TZVPD) for 2 unconnected molecules or ions with the total composition C5H14O at a distorted geometry.

XYZ file:
```
20
Properties=species:S:1:pos:R:3
C 0.04540 0.60407 -1.17800
C -1.90981 -1.85177 2.03191
C -0.86594 -0.10185 -0.18751
C -1.42416 -2.39359 0.68643
C -0.32501 -1.57394 -0.03422
H 0.14619 0.12053 -2.16423
H 1.03242 0.60814 -0.68567
H -0.27658 1.64812 -1.32932
H -1.07741 -1.50109 2.66496
H -2.43988 -2.65983 2.56357
H -2.61051 -1.01426 1.87634
H -0.81867 0.33757 0.82744
H -1.93054 -0.13986 -0.48857
H -2.32987 -2.48011 0.05584
H -1.02989 -3.41481 0.85110
H -0.14217 -1.93638 -1.06410
H 0.65864 -1.44677 0.45743
O 5.30675 5.77336 -1.96862
H 5.62570 5.41421 -1.10982
H 4.36533 6.00827 -1.80494
```

Calculated values
* lowest unoccupied orbital energy: 0.034 Eh
* total charge: 0
* E_HOMO: -10.5094 eV
* structure (SMILES): CCCCC.O
* strongest force on any atom: 2.09 eV/Å
* energy: -7459.296 eV
* frontier orbital gap: 11.443 eV
* 2S+1: 1

Results of the natural (NBO) charge analysis, in e, for atoms 1 through 2: C -0.6099; C -0.6129

=====

# 3
Density functional theory data (wB97M-V/def2-TZVPD) for 2 unconnected molecules or ions with the total composition C6H8 at a distorted geometry.

XYZ file:
```
14
Properties=species:S:1:pos:R:3
C -1.49441 0.44146 -0.47485
C -2.23039 0.89098 -1.42802
C -1.24384 -0.00263 0.97727
C -0.39677 -0.35717 -0.12064
C 1.61032 1.62188 0.04888
C 0.33255 -1.56851 -0.52843
H -1.10189 0.74415 1.67071
H -1.95125 -0.75026 1.55765
H 1.70652 1.72525 -1.01064
H 1.86272 0.62575 0.41316
H 1.20544 2.32353 0.77580
H 0.19512 -1.69043 -1.61253
H 0.05630 -2.49144 -0.03964
H 1.44957 -1.51255 -0.22873
```

Calculated values
* lowest unoccupied orbital energy (spin up / spin down): -0.013 / -0.023 Eh
* total charge: 0
* E_HOMO (spin up / spin down): -8.0661 / -8.7612 eV
* strongest force on any atom: 3.52 eV/Å
* energy: -6342.552 eV
* frontier orbital gap (spin up / spin down): 7.708 / 8.134 eV
* 2S+1: 1

Results of the natural (NBO) charge analysis, in e, for atoms 1 through 2: C -0.4707; C 0.2162

=====

# 4
Density functional theory data (wB97M-V/def2-TZVPD) for a single C25H14Br3F8NO4S2 molecule at a distorted geometry.

XYZ file:
```
57
Properties=species:S:1:pos:R:3
C -1.02472 0.64389 -3.52110
C -1.68049 -0.63819 -2.72761
C -1.49876 -2.13833 -3.44169
C -2.14067 -3.50305 -2.77717
C -2.95267 -3.33358 -1.35283
C -3.14681 -1.85664 -0.64635
C -2.50417 -0.45207 -1.28689
C -2.70331 0.98098 -0.50969
C -1.34567 1.54725 0.23646
C -0.50058 2.83724 -0.40596
N -1.08014 3.38929 -1.71911
C -2.05875 4.30803 -1.31865
S -3.65115 4.86909 -0.92352
C 0.85988 3.47587 0.32352
S 1.73989 4.97766 -0.43001
O 2.04274 6.00429 0.72719
O 0.85715 5.75679 -1.45509
C 3.36703 4.56691 -1.26450
F 3.28915 3.25432 -1.99079
F 4.42234 4.36340 -0.20326
C 3.96107 5.78658 -2.22464
F 3.10695 6.08970 -3.39720
F 4.29117 6.96877 -1.37821
F 5.28386 5.31176 -2.77800
C 1.36453 2.72325 1.71962
Br 3.02811 3.41411 2.65637
C 0.59799 1.44039 2.39317
C -0.77256 0.87478 1.61883
C -1.48656 -0.44526 2.35777
O -2.80586 -0.62796 2.45263
C -0.39154 -1.51521 3.03183
C -0.71658 -3.14870 2.87826
C 0.63765 -3.80851 2.22681
C 0.47666 -5.35447 1.70659
F 0.70758 -6.38096 2.75474
Br -1.26206 -5.77307 0.80987
C 1.65879 -5.56694 0.54281
F 1.42867 -4.59659 -0.59219
F 1.58837 -6.92756 -0.07889
Br 3.49962 -5.25685 1.26471
C 0.86556 -1.01188 3.71850
C 1.11646 0.64144 3.76844
O 1.64256 1.24880 4.83581
H -0.90221 0.31123 -4.66025
H 0.00841 0.92725 -3.04065
H -1.80572 1.52783 -3.53973
H -0.90312 -2.23784 -4.46664
H -2.06831 -4.58588 -3.23924
H -3.40892 -4.28896 -0.84499
H -3.78138 -1.84590 0.36060
H -3.15565 1.73789 -1.29851
H -3.51526 0.83632 0.35069
H -1.66696 -3.19997 2.17407
H -1.03800 -3.64464 3.89478
H 1.44833 -3.82830 3.10240
H 1.05294 -3.05862 1.42474
H 1.62512 -1.78918 4.18216
```

Calculated values
* lowest unoccupied orbital energy: -0.100 Eh
* total charge: 0
* E_HOMO: -8.6706 eV
* strongest force on any atom: 8.74 eV/Å
* energy: -289338.820 eV
* frontier orbital gap: 5.937 eV
* 2S+1: 1

Results of the natural (NBO) charge analysis, in e, for atoms 1 through 2: C -0.6728; C 0.0108